Entry 1:
ORCA calculation (ωB97M-V/def2-TZVPD) on C7H12N2 in the gas phase at a distorted geometry.

HOMO level, eV: -8.62
Largest force on an atom, eV Å⁻¹: 4.3
Energy above the lowest of the compared OMol25 structures with the same formula, charge and spin, kcal per mole: 40.0
Gap between HOMO and LUMO, eV: 9.6
Structure (SMILES): Cc1ccnn1C(C)C
Charge: 0

XYZ file:
```
21
Properties=species:S:1:pos:R:3:forces:R:3:nbo_charge:R:1
C 1.8288 0.5448 1.1880 -0.725 -1.788 0.296 -0.650
H 1.0251 1.6266 -1.4259 1.572 -0.981 -0.318 0.269
H -0.6669 -2.1364 1.3647 -1.187 -1.091 -2.214 0.224
H 1.6074 1.5397 1.4002 -1.102 2.049 -0.616 0.231
C 1.2685 -0.0157 -0.1676 -2.103 1.734 -0.163 0.003
C -1.3500 -0.7536 0.0461 -0.447 1.191 -1.020 0.136
H 1.4290 0.0796 2.0799 -0.448 -0.732 -0.013 0.215
H -0.4880 -2.6745 -0.4720 -0.885 0.795 1.196 0.225
H -2.1517 -2.6734 0.2355 0.422 0.103 0.453 0.240
H 1.9642 0.3013 -2.3242 -0.066 0.175 0.922 0.222
C -1.1852 -2.1561 0.2800 2.441 -1.929 1.755 -0.636
C -2.5042 -0.0395 0.0094 -0.845 1.256 -0.383 -0.362
H 2.8806 0.5863 1.4247 0.801 -0.817 -1.034 0.227
C 1.8332 0.8043 -1.3405 -0.603 2.061 0.758 -0.660
N -0.8647 1.4093 -0.3963 0.876 -1.672 -0.453 -0.300
H 1.2982 -1.0437 -0.3965 0.854 -1.383 0.567 0.204
C -2.1757 1.2772 -0.3388 2.208 -1.308 1.269 -0.038
H 2.7818 1.3227 -0.9599 -1.167 -0.858 -0.959 0.214
H -2.6827 2.1725 -0.2824 -1.584 1.468 -0.282 0.202
N -0.3775 0.1141 -0.2367 3.301 2.737 0.109 -0.183
H -3.4703 -0.2854 0.3121 -1.315 -1.012 0.127 0.216
```
Positions in Å, forces in eV/Å.

---

Entry 2:
ORCA calculation (ωB97M-V/def2-TZVPD) on 2 unconnected molecules or ions with the total composition C7H12N2 at a distorted geometry.

HOMO level, eV: -8.85
Largest force on an atom, eV Å⁻¹: 4.0
Energy above the lowest of the compared OMol25 structures with the same formula, charge and spin, kcal per mole: 60.3
Gap between HOMO and LUMO, eV: 9.0
Structure (SMILES): [H]/N=C(/C)C#N.C/C=C\C
Charge: 0

XYZ file:
```
21
Properties=species:S:1:pos:R:3:forces:R:3:nbo_charge:R:1
H 2.2955 -0.8107 -1.4082 0.082 0.016 -0.079 0.236
C 0.2388 -0.0112 1.1653 -2.028 1.952 2.127 -0.221
H -0.9853 2.2005 0.0559 0.057 0.057 0.019 0.211
C -1.7082 1.5413 0.5295 0.041 -0.146 -0.244 -0.670
H 1.1253 1.7911 0.3576 0.092 0.110 0.017 0.208
H 1.1162 -1.0727 -2.7128 -0.203 -0.230 0.194 0.246
C -1.0943 -1.0645 -1.1773 0.437 -0.439 -0.200 0.216
H 1.0684 0.4264 -1.7960 0.120 0.099 -0.044 0.216
H -2.1759 2.0801 1.3585 -0.002 -0.004 -0.032 0.231
N 0.6463 -2.4567 -0.2371 0.390 0.765 -0.896 -0.624
C 1.2691 -0.6417 -1.7242 0.393 1.062 1.288 -0.642
C 0.3341 -1.3027 -0.7280 -1.296 -2.908 -2.440 0.223
H 1.4367 1.5144 2.0809 -0.098 -0.006 0.006 0.228
H -1.8119 -0.4350 1.4416 0.022 -0.215 -0.176 0.206
H -2.4849 1.3096 -0.1997 -0.090 0.057 -0.005 0.238
N -2.1305 -1.0008 -1.6799 0.338 0.080 0.310 -0.334
H 0.4806 -0.8127 1.8536 -0.014 -0.460 -0.561 0.219
C -1.1023 0.2812 1.0438 1.881 0.016 0.662 -0.110
H 2.2802 0.5557 0.8825 0.108 0.087 -0.088 0.216
H -0.1239 -3.1222 -0.2151 -0.288 0.457 0.758 0.354
C 1.3259 1.0305 1.1090 0.059 -0.349 -0.617 -0.648
```
Positions in Å, forces in eV/Å.

---

Entry 3:
ORCA calculation (ωB97M-V/def2-TZVPD) on C7H12N2 in the gas phase at a distorted geometry.

HOMO level (alpha / beta), eV: -6.03 / -8.80
2S+1: 3
Largest force on an atom, eV Å⁻¹: 5.1
Energy above the lowest of the compared OMol25 structures with the same formula, charge and spin, kcal per mole: 0.0
Gap between HOMO and LUMO (alpha / beta), eV: 7.1 / 8.2
Charge: 0

XYZ file:
```
21
Properties=species:S:1:pos:R:3:forces:R:3:nbo_charge:R:1
N 1.0023 0.2592 -0.6475 -0.853 1.549 1.464 -0.160
H -1.1112 0.8444 1.8573 -1.175 1.553 3.745 0.207
C -1.0023 -0.9016 0.7844 -2.509 -1.999 -1.769 -0.193
C -0.8980 0.5227 0.9407 2.395 0.349 -4.436 -0.275
N 1.9759 -0.4003 -0.9746 -0.219 -1.441 -1.351 -0.148
C -1.7716 -0.0430 -1.2613 0.345 -0.177 -0.233 -0.468
H -1.3741 2.1034 -0.4901 -0.446 -1.846 -0.252 0.204
C -1.7678 1.0419 -0.2204 -0.946 3.862 0.636 -0.383
H 3.7237 0.2166 -0.1641 -0.463 -1.410 0.408 0.178
H 0.8563 1.8814 0.6727 0.031 0.397 0.131 0.204
H -2.6667 -0.1903 -1.8307 -0.781 0.474 -0.290 0.211
H 3.6798 -1.6115 -0.2795 -1.198 0.722 -0.212 0.222
H -1.8386 -2.2034 -0.7056 -0.208 -1.722 -0.500 0.203
C 3.0232 -0.7131 -0.1189 2.709 1.536 1.356 -0.453
H 2.5690 -0.6838 0.8956 0.802 -0.599 -0.275 0.190
C -1.5643 -1.2490 -0.4069 1.770 1.446 2.225 -0.148
C 0.6394 0.8225 0.6898 -1.185 -0.426 -0.612 -0.245
H -2.8413 1.3084 0.0622 1.288 -0.731 0.193 0.215
H -0.9734 0.1499 -1.9774 0.152 -0.437 -0.083 0.236
H -0.8285 -1.5037 1.6305 0.371 -1.173 0.583 0.205
H 1.1682 0.3492 1.5438 0.120 0.073 -0.727 0.197
```
Positions in Å, forces in eV/Å.

---

Entry 4:
ORCA calculation (ωB97M-V/def2-TZVPD) on 2 unconnected molecules or ions with the total composition C7H12N2O at a distorted geometry.

HOMO level, eV: -8.40
Largest force on an atom, eV Å⁻¹: 4.9
Energy above the lowest of the compared OMol25 structures with the same formula, charge and spin, kcal per mole: 82.8
Gap between HOMO and LUMO, eV: 9.2
Charge: 0

XYZ file:
```
22
Properties=species:S:1:pos:R:3:forces:R:3:nbo_charge:R:1
O 0.8901 -0.7418 -1.4663 0.567 -0.319 0.216 -0.715
H 3.1256 1.3514 0.0171 1.076 0.282 1.570 0.206
C 1.7593 -0.1753 -0.5670 0.282 -0.005 1.982 0.342
H 2.1774 1.6238 -1.4976 0.464 -0.287 0.288 0.184
H 2.7835 -0.7171 1.1757 2.835 0.918 1.446 0.205
H -2.0479 -1.9732 -0.9262 -0.577 -0.763 -1.755 0.202
C -2.0812 -1.7005 0.0764 -2.949 2.661 0.819 -0.376
H -2.1865 0.8679 -1.6681 -0.163 -1.039 0.174 0.232
C -0.9644 0.0337 1.3243 -0.227 1.108 0.123 0.105
H 1.9353 -2.0716 0.5246 -0.342 1.722 0.386 0.205
H -1.0275 2.7784 -0.3159 0.114 2.936 -1.424 0.212
H -3.1079 -1.7064 0.6079 1.480 -0.440 -1.285 0.203
C 1.9026 -0.9292 0.7283 -3.862 -2.905 -0.629 -0.684
C -1.7221 0.7291 -0.6966 -0.064 1.144 -0.883 -0.154
N -1.5789 -0.3441 0.1697 0.285 1.074 0.958 -0.397
C -1.1548 1.8025 -0.1068 -0.182 -2.412 1.490 -0.073
C 2.4282 0.9704 -0.6418 -2.296 0.359 -3.536 -0.519
H -1.4144 -2.2609 0.5954 1.765 -1.891 1.643 0.224
H -0.1800 1.9281 1.8247 -0.957 -0.661 -1.205 0.424
H 1.0169 -0.6948 1.4922 1.801 -0.691 -1.826 0.255
N -0.7481 1.3949 1.1310 0.884 -1.480 1.458 -0.572
H 0.1949 -0.1652 -1.7811 0.065 0.688 -0.011 0.491
```
Positions in Å, forces in eV/Å.